The following is a quantum chemistry calculation of a cluster of 19 separate species, C74H165N10O36P9 in total in a non-equilibrium geometry, from OMol25.

The geometry in ORCA input format:
```
! RIJCOSX wB97M-V def2-TZVPD def2/J DEFGRID3
* xyz 0 1
C -33.28595 29.29481 -6.71363
C -31.97834 29.81729 -6.19337
O -31.09577 28.77794 -5.80185
P -30.20538 29.01529 -4.46021
O -29.19720 27.95051 -4.36158
O -31.32632 29.11803 -3.32250
C -30.68596 29.36721 -2.01466
C -31.25974 30.62321 -1.51463
O -29.68791 30.49961 -4.50585
C -28.30828 30.89503 -4.58199
C -27.70738 31.36307 -5.89243
H -33.13510 28.68475 -7.55971
H -33.62080 28.64323 -5.86715
H -33.98437 30.14034 -6.98885
H -31.41234 30.50403 -6.86412
H -32.20491 30.37704 -5.30135
H -30.95672 28.54867 -1.33834
H -29.59173 29.34962 -2.05658
H -32.28938 30.31964 -1.25553
H -30.69168 31.02452 -0.73638
H -31.24465 31.36456 -2.31510
H -28.18479 31.75169 -3.85941
H -27.74749 30.04800 -4.15278
H -28.34076 32.19402 -6.30377
H -26.69276 31.73876 -5.77312
H -27.63295 30.57284 -6.66178
C -41.04666 20.86896 -3.81472
C -40.84524 21.65080 -2.53064
O -39.46582 22.16593 -2.42867
P -39.28806 23.75338 -2.45393
O -40.37477 24.56393 -1.92096
O -37.97441 23.93435 -1.70547
C -36.66443 23.77063 -2.32320
C -36.18883 22.33333 -2.23757
O -38.95825 24.09976 -4.00096
C -39.18103 25.56804 -4.36531
C -39.23758 25.58746 -5.89773
H -40.18719 20.25050 -3.94659
H -42.00468 20.29907 -3.76418
H -40.99567 21.57389 -4.64431
H -41.52132 22.50756 -2.61173
H -41.14034 21.08242 -1.62608
H -36.70522 24.21364 -3.35257
H -35.94799 24.39609 -1.71319
H -36.16870 21.93027 -1.16230
H -36.74998 21.62989 -2.81696
H -35.13402 22.29246 -2.54310
H -39.97064 25.92521 -3.77895
H -38.32303 26.08920 -3.88099
H -38.38358 25.02232 -6.22952
H -40.18837 25.13509 -6.17828
H -39.26073 26.64499 -6.24657
C -28.06341 23.31447 1.88189
C -29.28140 22.33763 2.24747
O -30.52684 22.93451 2.33221
P -31.40766 23.10219 3.61084
O -30.92801 22.39313 4.81868
O -31.59865 24.62183 3.78904
C -30.37606 25.39163 4.28363
C -30.79954 26.83658 4.46225
O -32.85715 22.78905 3.05873
C -33.19547 21.38503 2.87961
C -32.58927 20.84324 1.51631
H -27.86747 24.05846 2.66222
H -27.08891 22.75340 1.74782
H -28.40777 23.76426 0.91778
H -29.36054 21.64230 1.46330
H -29.08783 21.79877 3.16485
H -30.13910 24.91152 5.24547
H -29.51957 25.28299 3.62141
H -30.90935 27.35589 3.50057
H -31.63246 26.89643 5.13782
H -29.93037 27.26944 5.01815
H -32.88471 20.80672 3.74510
H -34.28267 21.28274 2.73015
H -31.43562 20.99195 1.52400
H -32.86351 19.73179 1.62617
H -32.98144 21.28631 0.55730
C -30.82817 19.60462 8.53718
C -30.48149 21.03156 8.05498
O -29.04835 21.20036 7.75203
P -28.15417 22.45304 8.18952
O -28.88880 23.44522 9.03650
O -26.86489 21.87523 8.82695
C -26.63393 21.72626 10.32362
C -26.90022 22.98129 11.11749
O -27.55286 22.98744 6.84205
C -27.19084 22.10669 5.80846
C -26.15161 22.86260 4.94148
H -30.35753 19.54975 9.54888
H -31.88357 19.47920 8.60432
H -30.30675 18.88099 7.92441
H -30.96270 21.27373 7.08936
H -30.64228 21.77550 8.81295
H -27.40986 20.93587 10.65473
H -25.61532 21.35794 10.41170
H -26.61364 22.79231 12.20904
H -26.34110 23.82278 10.75222
H -27.95769 23.20795 11.07621
H -26.80933 21.15090 6.19041
H -28.12784 21.90746 5.17312
H -25.91415 22.33546 4.00692
H -26.42077 23.88687 4.70120
H -25.19045 22.92907 5.49839
C -36.18383 17.91799 -4.99832
C -36.54625 18.49019 -3.60438
O -37.90634 18.36917 -3.36850
P -38.44699 17.46779 -2.14027
O -37.62273 16.32582 -1.83087
O -39.95910 17.21781 -2.65398
C -40.22261 15.98398 -3.35674
C -40.04798 16.11130 -4.88459
O -38.52315 18.35314 -0.88301
C -38.74347 19.75194 -0.85161
C -39.06319 20.28375 0.49690
H -36.49735 16.84009 -5.11691
H -36.72253 18.49803 -5.82138
H -35.15458 18.02140 -5.33177
H -35.88722 17.93677 -2.87245
H -36.23248 19.55992 -3.59446
H -39.57014 15.20908 -2.83973
H -41.27699 15.78773 -3.14526
H -40.40740 17.05533 -5.31511
H -38.99146 16.03156 -5.24894
H -40.63890 15.22197 -5.40761
H -37.81477 20.28356 -1.20486
H -39.61798 20.01113 -1.46026
H -39.26378 21.33534 0.50432
H -39.91763 19.74269 0.98985
H -38.24883 20.03789 1.21900
C -26.94324 17.18314 -0.21091
C -25.98596 16.51708 -1.24226
O -25.76222 17.53969 -2.26468
P -24.30494 17.83498 -2.74022
O -23.16723 17.84538 -1.74636
O -24.08756 16.76389 -3.85334
C -22.78777 16.38023 -4.33729
C -22.30925 17.52302 -5.25510
O -24.52284 19.24305 -3.57933
C -25.36624 19.21993 -4.72453
C -25.10962 20.49842 -5.52129
H -26.37487 17.80651 0.50741
H -27.61115 17.86526 -0.72328
H -27.60893 16.50025 0.37970
H -24.99089 16.28387 -0.79353
H -26.44313 15.62605 -1.64462
H -22.21779 16.15732 -3.45678
H -22.86136 15.42204 -4.92398
H -23.04807 17.74237 -6.01999
H -22.22189 18.44418 -4.70774
H -21.29846 17.36214 -5.61986
H -25.06556 18.41847 -5.35338
H -26.46352 19.15203 -4.49385
H -25.41597 21.37646 -4.97270
H -23.99683 20.58196 -5.74794
H -25.74650 20.49286 -6.39865
C -23.45443 13.90495 5.51078
C -23.88515 14.78511 6.70309
O -23.30694 16.06812 6.50300
P -24.17508 17.39887 6.32226
O -23.34615 18.59491 6.65905
O -24.98673 17.38264 4.96625
C -24.35198 18.28729 3.97265
C -24.24473 17.68615 2.60121
O -25.38510 17.06245 7.38760
C -25.41236 17.77526 8.64269
C -26.80936 18.01503 9.03165
H -22.30864 13.81306 5.51619
H -23.83850 12.88787 5.61203
H -23.78971 14.36224 4.54255
H -24.94022 14.88740 6.77631
H -23.46545 14.49090 7.62711
H -24.97870 19.17011 3.90863
H -23.41436 18.60420 4.35886
H -23.33678 17.02262 2.49611
H -25.15772 17.16417 2.25413
H -24.09387 18.54901 1.94793
H -25.02884 17.14991 9.41275
H -24.82956 18.66567 8.70875
H -27.30783 18.72397 8.37890
H -27.42662 17.18077 9.12587
H -26.76181 18.53202 10.07664
C -27.75528 27.25354 0.01481
C -28.29895 27.76847 1.37934
O -27.92153 26.93616 2.48201
P -26.34828 26.61768 2.66947
O -25.37358 27.66111 2.32817
O -26.29510 26.04725 4.15424
C -26.31707 27.08553 5.18940
C -26.41383 26.40873 6.53565
O -26.16913 25.34790 1.74836
C -24.81413 24.92852 1.60108
C -24.09772 25.57427 0.38828
H -28.46719 27.53276 -0.75951
H -26.84187 27.72626 -0.19227
H -27.50476 26.18734 -0.00662
H -27.87595 28.74283 1.64218
H -29.41548 27.85891 1.52864
H -25.35019 27.59460 5.08641
H -27.12528 27.81584 5.04122
H -26.62909 27.10343 7.35606
H -27.25887 25.68206 6.50855
H -25.42931 25.95462 6.73010
H -24.24126 25.08344 2.56865
H -24.91305 23.84047 1.61394
H -23.97774 26.59902 0.59608
H -23.15973 25.08724 0.07950
H -24.81765 25.46496 -0.48498
C -26.34269 20.93153 -0.72714
C -27.85641 21.05030 -0.96630
O -28.01657 21.79599 -2.20624
P -29.37548 22.07029 -2.88020
O -29.28132 22.48114 -4.30234
O -30.17721 23.13550 -1.98625
C -29.68418 24.46990 -1.90840
C -30.69352 25.16896 -0.94311
O -30.14365 20.74114 -2.64722
C -31.42825 20.49988 -3.25649
C -32.25523 19.62255 -2.30418
H -25.97252 21.95514 -0.43481
H -26.27192 20.24601 0.13405
H -25.84087 20.54733 -1.63395
H -28.33010 20.06268 -1.04723
H -28.41343 21.59766 -0.20663
H -28.65762 24.54405 -1.53243
H -29.62813 24.87125 -2.88627
H -30.64107 24.62053 0.00369
H -30.44132 26.20548 -0.82848
H -31.69605 25.01528 -1.36877
H -31.94775 21.42123 -3.52854
H -31.40139 19.93273 -4.19960
H -33.24564 19.39813 -2.81891
H -31.76262 18.74011 -2.01796
H -32.46838 20.15259 -1.38928
C -25.66660 31.03194 0.01322
C -26.81052 31.14931 -0.84749
N -27.67152 31.43593 -1.53356
H -25.73057 31.78165 0.75684
H -24.79505 31.05154 -0.64054
H -25.74022 30.09149 0.55575
C -29.06988 18.23926 -4.69493
C -29.23489 17.60313 -3.40928
N -29.35302 17.04095 -2.42669
H -28.57164 17.48301 -5.32345
H -28.63503 19.23780 -4.59635
H -30.00993 18.34859 -5.17491
C -34.59697 25.90276 2.34920
C -33.47183 26.71813 1.65608
N -32.72419 27.24043 0.97217
H -34.73986 26.13742 3.37231
H -34.16816 24.89853 2.28456
H -35.56465 26.01659 1.85137
C -29.44777 26.29457 -7.41207
C -28.16080 26.50901 -8.01792
N -27.19381 26.72480 -8.55888
H -29.79093 25.22051 -7.61221
H -30.22446 26.91618 -7.94148
H -29.50776 26.66386 -6.36228
C -32.68593 23.98389 -8.37088
C -32.88201 23.44577 -7.01283
N -32.99141 22.94156 -5.99131
H -33.36407 23.55406 -9.08442
H -31.66107 23.74671 -8.72418
H -32.77849 25.10373 -8.39996
C -21.34117 20.77528 -1.11583
C -22.33470 21.67943 -0.46847
N -23.06930 22.29283 0.14575
H -20.57805 20.56144 -0.41948
H -20.93458 21.37355 -1.96126
H -21.91590 19.90405 -1.48814
C -26.13074 26.92738 -3.59225
C -25.58698 28.19510 -3.48830
N -25.15083 29.22852 -3.27299
H -25.51371 26.23169 -4.15294
H -27.16750 26.93297 -4.08206
H -26.18393 26.47011 -2.59633
C -32.44049 26.18376 -4.10157
C -33.81166 26.45710 -3.86980
N -34.92855 26.50842 -3.73865
H -32.29747 25.10243 -4.23527
H -31.78022 26.50011 -3.26109
H -32.01092 26.66388 -5.00919
C -28.57723 18.91196 4.69303
C -27.83723 19.35721 3.55842
N -27.37490 19.51628 2.52220
H -28.89157 19.70057 5.30084
H -27.94876 18.24434 5.22763
H -29.49750 18.42041 4.23180
C -28.20588 22.29054 -7.13539
C -28.72898 20.97124 -7.51535
N -29.04220 19.92966 -7.90482
H -28.80679 22.71013 -6.35385
H -28.22964 23.01577 -7.96818
H -27.22947 22.12615 -6.68817
*
```

Summary:
Orbital gap: 10.010 eV
HOMO level: -10.344 eV
Calculated total energy: -251644.042 eV
Largest force on an atom: 3.95 eV/Å